C32H41N7 | ωB97M-V with the def2-TZVPD basis set

```
80
Properties=species:S:1:pos:R:3:forces:R:3
N 1.45301 -5.85451 1.88101 0.6 -2.4 -0.4
C 2.37357 -5.88920 2.85923 -1.5 1.7 0.2
C 2.92558 -4.70674 3.34738 0.8 -1.1 0.2
C 2.66340 -3.50756 2.72399 -0.7 -0.2 -0.5
C 1.84398 -3.56559 1.60332 0.2 0.4 -0.2
C 1.28383 -4.77839 1.16290 0.4 2.3 1.3
H 2.45490 -6.78943 3.45029 0.2 -0.3 -0.3
H 3.57943 -4.81173 4.20052 0.1 0.3 0.2
H 2.99812 -2.55533 3.10821 0.2 0.0 0.0
H 1.59106 -2.64349 1.10115 0.0 0.0 -0.2
H 0.59036 -4.69484 0.33917 -0.1 -0.6 -0.2
N 1.83577 -1.21310 -5.30639 1.1 -0.1 0.8
C 3.14277 -1.05602 -5.62125 -0.7 1.8 1.1
C 4.05503 -0.34308 -4.77159 -1.3 -1.6 0.2
C 3.63437 -0.08102 -3.47673 -0.4 0.9 -0.9
C 2.25459 -0.17335 -3.18452 1.2 0.5 0.8
C 1.42929 -0.75984 -4.07148 0.2 -0.7 -2.6
H 3.46145 -1.32469 -6.61758 -0.2 -0.3 -0.1
H 5.06222 -0.04937 -5.02791 0.1 -0.4 -0.4
H 4.41778 0.33372 -2.85976 -0.5 0.3 0.6
H 1.73428 0.29965 -2.36480 0.7 -0.2 0.6
H 0.37787 -0.82651 -3.83384 -0.2 -0.1 -0.3
N -0.24648 3.48167 2.07335 -0.5 -2.4 -2.7
C -0.83748 4.32884 2.88250 -0.1 0.8 2.7
C -0.21490 4.81637 4.03207 -0.3 -0.1 -2.3
C 1.18994 4.59411 4.09957 0.8 0.5 1.2
C 1.88575 3.83438 3.10325 -2.0 -0.9 -0.2
C 1.05595 3.17340 2.20417 1.8 2.0 0.5
H -1.89033 4.46992 2.68756 -0.3 0.4 0.1
H -0.76853 5.49352 4.66561 0.2 0.0 0.4
H 1.68686 4.94586 4.99161 0.4 0.1 0.0
H 2.94839 3.64823 3.05280 0.1 0.1 0.3
H 1.53299 2.59169 1.42928 -0.1 -0.4 -0.3
N 2.70919 0.09920 4.95577 0.4 1.0 -0.9
C 3.17455 0.34835 3.72388 0.3 -0.7 -0.9
C 2.45686 0.12221 2.53285 -0.7 0.5 1.9
C 1.09012 -0.26469 2.66358 1.3 1.0 -0.1
C 0.51813 -0.34633 3.92837 2.1 0.1 -0.5
C 1.43189 -0.10519 5.00640 -3.0 -1.7 0.4
H 4.19723 0.69087 3.78035 0.2 0.0 -0.7
H 2.86204 0.41198 1.57459 0.1 -0.2 0.0
H 0.56312 -0.29608 1.72141 -0.5 -0.5 0.2
H -0.50282 -0.68235 4.03396 0.0 0.3 0.4
H 1.03943 -0.22004 6.00600 -0.2 0.0 0.3
C -3.29343 4.46781 -2.81618 0.2 0.1 -0.1
C -2.27644 4.84439 -1.76549 1.3 -0.1 -0.2
C -0.86150 5.25323 -2.40634 -1.2 -0.7 1.4
C -0.05684 4.06081 -2.73514 1.9 -5.0 -1.6
N 0.49056 3.00846 -2.95922 -2.6 5.4 1.1
H -3.08592 3.53843 -3.34656 0.0 0.0 0.1
H -3.25134 5.29210 -3.52813 -0.4 -0.1 -0.4
H -4.29270 4.43481 -2.38204 0.0 -0.1 -0.1
H -2.03875 4.08053 -1.02514 -0.4 -0.1 0.1
H -2.71352 5.69818 -1.24772 0.5 0.2 0.2
H -0.29398 5.71767 -1.59992 0.0 0.5 -0.2
H -1.09871 5.92843 -3.22850 0.7 -0.1 -0.1
C -3.12925 0.09574 0.59858 -0.8 -1.7 0.3
C -2.60470 0.67905 -0.69589 0.0 0.1 -0.2
C -1.04570 0.58396 -0.83274 -0.8 0.8 -0.7
C -0.43146 -0.75017 -0.76895 -1.7 2.9 0.4
N 0.09338 -1.74814 -0.72771 1.2 -2.5 0.0
H -3.11554 -0.98863 0.48874 0.5 -0.4 0.2
H -4.19238 0.19893 0.81583 -0.2 0.8 -0.4
H -2.63955 0.30400 1.54985 0.5 0.5 -0.4
H -3.06546 1.65199 -0.86673 1.1 0.9 0.5
H -3.06674 0.25253 -1.58622 0.1 -1.1 0.1
H -0.56731 1.29787 -0.16224 0.1 -0.2 0.4
H -0.77274 0.92821 -1.83027 0.0 0.3 -0.2
C -2.62246 -3.89405 -0.27648 1.1 0.0 -0.3
C -3.53823 -3.80719 -1.50973 0.2 1.7 0.4
C -2.82770 -3.96817 -2.88304 0.8 0.1 -0.1
C -2.27152 -5.27530 -3.20614 -0.4 -1.4 0.2
N -1.92089 -6.35037 -3.44027 -0.1 0.8 0.1
H -2.96317 -3.52253 0.68995 -1.4 -1.1 0.1
H -1.80612 -3.17564 -0.20178 0.5 0.0 -1.5
H -2.15372 -4.87793 -0.29555 -0.1 -0.1 0.8
H -3.88992 -2.77554 -1.49887 -0.2 0.2 -0.3
H -4.45531 -4.37421 -1.34988 0.3 -0.5 -0.4
H -1.95116 -3.32665 -2.97377 0.2 0.4 0.8
H -3.33427 -3.62822 -3.78632 -0.9 -0.2 0.3
```
Forces are in eV/Å.

Calculated values
Spin multiplicity: 2
LUMO energy (alpha / beta), eV: 2.21 / 2.20
Molar mass, g/mol: 523.73
Electronic energy, a.u.: -1627.07600
Orbital gap (alpha / beta), eV: 2.200 / 6.961
Total charge: -1
F_max, Eh/bohr: 0.118
<S²>: 0.76


C32H41N9 | ωB97M-V with the def2-TZVPD basis set

```
82
Properties=species:S:1:pos:R:3:forces:R:3
C 2.08091 -1.96617 -4.83869 0.1 0.0 -0.2
C 0.90790 -1.36369 -4.31950 0.0 -0.5 0.4
C -0.12022 -1.61710 -5.19140 0.3 0.6 -0.1
N 0.42579 -2.25081 -6.26946 -0.2 -0.2 -0.1
C 1.75934 -2.49061 -6.06434 -0.4 0.2 -0.2
H 3.02019 -2.03844 -4.31665 0.1 0.1 -0.2
H 0.87899 -0.88353 -3.35683 -0.3 0.0 0.0
H -1.15689 -1.32785 -5.17556 0.0 -0.1 0.0
H -0.08152 -2.51603 -7.09396 0.0 0.0 0.0
H 2.31009 -2.93891 -6.87361 0.3 -0.2 0.3
C 3.51138 -0.49353 -0.42187 0.6 0.2 0.3
C 4.69831 -1.07849 -0.95204 -0.1 0.5 -0.3
C 5.44300 -1.54360 0.09507 0.0 0.4 0.6
N 4.77823 -1.20011 1.25255 0.0 -0.5 -0.2
C 3.60214 -0.59140 0.94663 -0.6 0.0 -0.3
H 2.77864 0.06508 -0.97995 -0.1 -0.2 0.0
H 5.00542 -0.95366 -1.97784 0.0 -0.5 0.0
H 6.40507 -2.01845 0.17553 0.0 0.0 -0.2
H 5.08824 -1.41777 2.18267 -0.1 -0.1 0.0
H 2.87332 -0.34460 1.70117 0.2 0.1 0.1
C 0.39070 0.92719 4.76822 0.0 -0.2 -0.2
C 1.75063 0.53548 4.95160 -0.4 0.3 0.1
C 2.46738 1.09359 3.92536 0.4 -0.7 0.7
N 1.60715 1.74378 3.09166 0.2 0.1 0.0
C 0.34379 1.65356 3.61172 -0.4 0.2 -0.3
H -0.47914 0.71522 5.36810 0.1 -0.1 0.1
H 2.16492 -0.02939 5.76973 0.0 0.0 0.0
H 3.54155 1.04939 3.85227 0.0 0.2 -0.6
H 1.86981 2.24200 2.25893 -0.1 0.0 0.0
H -0.49833 2.10138 3.10975 0.1 0.0 0.0
C -2.69776 5.72279 3.64866 -0.6 -0.3 0.2
C -1.62290 4.98644 3.07790 0.2 0.5 0.1
C -1.98958 4.65433 1.80193 0.2 0.1 0.0
N -3.25439 5.13111 1.59294 0.1 -0.5 -0.1
C -3.71798 5.72875 2.73609 0.1 0.1 -0.4
H -2.79442 6.15111 4.63268 0.2 -0.1 0.1
H -0.67374 4.79226 3.55023 0.0 -0.1 -0.1
H -1.45042 4.11312 1.04422 -0.1 0.0 -0.1
H -3.75627 4.98298 0.73518 -0.1 0.1 0.1
H -4.74585 6.04136 2.80210 0.1 0.3 0.0
C -1.61893 4.77288 -3.05147 -0.1 0.4 -0.4
C -1.63614 3.48695 -2.46427 0.7 0.2 0.5
C -1.32952 2.58825 -3.44694 -1.0 0.0 0.0
N -1.28759 3.27373 -4.63428 0.4 -0.8 0.2
C -1.43417 4.61052 -4.40357 0.1 -0.1 0.1
H -1.65632 5.73048 -2.55816 -0.2 0.0 0.1
H -1.76367 3.27199 -1.41636 0.1 -0.1 0.0
H -1.29108 1.51350 -3.39048 0.1 0.0 -0.2
H -1.21449 2.78041 -5.50617 0.1 0.4 -0.2
H -1.34932 5.32033 -5.20731 0.0 0.1 0.0
C 0.85656 -4.47014 -1.37226 0.8 0.2 -0.2
C 1.64788 -5.63490 -1.18623 -0.2 -0.5 -0.2
C 0.82972 -6.70977 -1.42134 -0.1 -0.2 0.0
N -0.41667 -6.23932 -1.71955 -0.2 0.3 -0.1
C -0.39828 -4.86531 -1.71976 -0.3 -0.2 0.4
H 1.22661 -3.46041 -1.29876 -0.2 0.1 0.1
H 2.69687 -5.74147 -0.96565 0.0 0.3 0.1
H 1.02732 -7.76813 -1.44909 0.1 0.0 0.1
H -1.23485 -6.79679 -1.88670 0.1 0.0 0.0
H -1.30078 -4.28797 -1.82632 0.0 0.0 -0.2
C -0.52540 -3.59825 1.54835 -0.3 -0.2 -0.2
C -1.73284 -2.88204 1.81336 0.6 -0.3 -0.8
C -1.35161 -1.69526 2.36500 -0.3 0.9 0.7
N -0.00028 -1.68753 2.54057 0.1 -0.5 -0.8
C 0.51578 -2.83798 1.97806 0.4 0.6 0.6
H -0.44963 -4.54276 1.03846 0.1 -0.1 0.1
H -2.69051 -3.21680 1.45175 -0.2 0.2 0.4
H -1.89237 -0.81624 2.67804 -0.2 -0.2 0.1
H 0.53674 -0.90351 2.87580 -0.1 0.0 0.2
H 1.58566 -2.96799 1.95903 0.0 -0.3 0.0
C -3.74565 1.55992 2.50652 -0.1 0.3 0.0
C -4.16328 1.25231 3.86690 0.0 0.2 0.2
N -4.50166 1.01136 4.93713 0.0 0.0 0.0
H -3.44782 0.63813 2.01507 -0.1 0.1 -0.2
H -2.92359 2.27426 2.47692 0.1 -0.2 0.2
H -4.55796 2.05907 1.97832 -0.1 -0.3 -0.1
C -0.05865 -0.48239 -0.49548 -0.2 0.5 -0.6
C -0.68812 0.69621 0.08953 0.1 0.0 0.3
N -1.20720 1.63811 0.49493 0.1 -0.1 0.0
H -0.80955 -1.26853 -0.54471 0.2 -0.2 0.0
H 0.85360 -0.80310 -0.00119 -0.2 -0.1 0.4
H 0.23771 -0.16863 -1.49886 -0.1 -0.2 -0.1
```
Forces are in eV/Å.

Calculated values
Spin multiplicity: 1
LUMO energy, eV: 0.51
Molar mass, g/mol: 551.74
Electronic energy, a.u.: -1736.67776
Structure (SMILES): c1cc[nH]c1.c1cc[nH]c1.c1cc[nH]c1.c1cc[nH]c1.c1cc[nH]c1.c1cc[nH]c1.c1cc[nH]c1.CC#N.CC#N
Orbital gap, eV: 8.634
F_max, Eh/bohr: 0.023
ΔE to the lowest compared entry with this formula, charge and spin, kcal/mol: 0.0


C32H41NO2P2Ti | ωB97M-V with the def2-TZVPD basis set

```
79
Properties=species:S:1:pos:R:3:forces:R:3
C -1.51034 3.32668 -3.70021 0.0 -0.5 0.2
C -1.30831 2.01487 -3.26302 0.2 0.4 0.4
C 0.01307 1.49196 -3.19413 0.5 0.8 0.0
C 1.10051 2.28686 -3.70771 -0.8 0.1 0.1
C 0.84138 3.58960 -4.21126 -0.5 0.3 0.2
C -0.44269 4.11550 -4.16580 0.5 -0.1 -0.2
C 2.37380 1.70783 -3.71691 0.5 0.4 -0.9
C 2.49199 0.31883 -3.67237 -0.3 -1.2 0.1
C 1.35423 -0.42611 -3.20030 1.0 -0.2 0.0
C 1.42290 -1.84838 -3.19361 0.1 0.2 0.2
C 2.62318 -2.49504 -3.48667 -0.4 0.2 0.2
C 3.74615 -1.76398 -3.89498 0.3 0.5 -0.2
C 3.66780 -0.38671 -4.04442 0.0 -0.3 0.1
H -2.52178 3.74593 -3.66193 0.4 -0.2 -0.2
H 1.66997 4.15865 -4.64489 -0.3 -0.2 0.2
H -0.64101 5.12699 -4.52931 0.1 -0.4 0.1
H 3.24038 2.30223 -3.99521 -0.1 0.0 0.0
H 2.68552 -3.58085 -3.35413 0.0 0.4 -0.3
H 4.67901 -2.28960 -4.11386 -0.3 0.2 0.0
H 4.50099 0.19014 -4.45626 -0.2 -0.3 0.3
N 0.30775 0.26801 -2.60724 -1.1 -0.9 0.1
Ti -0.10664 -0.02161 -0.21837 1.6 0.7 0.2
C -2.46561 1.18348 -2.76993 0.4 -0.2 0.6
H -2.43528 0.17360 -3.19571 0.0 0.1 0.0
H -3.43103 1.65179 -3.01019 0.3 -0.1 0.2
C 0.21093 -2.64362 -2.78000 0.0 0.4 0.5
H -0.69334 -2.35392 -3.32749 0.2 0.0 -0.1
H 0.37018 -3.72207 -2.88575 0.0 0.2 -0.1
P -2.30465 0.98758 -0.91223 -1.3 0.9 -1.1
P -0.12378 -2.31116 -1.00213 0.3 -1.2 -0.3
C 1.22495 -3.22193 -0.17018 0.0 -0.1 0.2
H 1.04932 -3.25590 0.91274 0.1 0.0 -0.3
H 1.28483 -4.24465 -0.56318 0.0 0.1 0.1
H 2.18174 -2.71478 -0.34462 -0.2 0.0 0.0
C -1.64974 -3.23324 -0.66826 -0.1 -0.1 0.1
H -1.50562 -4.28037 -0.96777 -0.2 0.2 0.1
H -1.89186 -3.17315 0.40199 0.0 -0.1 -0.3
H -2.47183 -2.78476 -1.24389 0.2 -0.2 0.1
C -2.66933 2.71533 -0.38760 0.1 0.0 0.3
H -3.65892 3.05558 -0.73687 0.4 -0.3 0.0
H -2.63388 2.78018 0.70831 -0.1 0.0 -0.4
H -1.90027 3.39636 -0.78091 -0.2 -0.3 0.0
C -3.80118 0.04800 -0.46246 0.1 -0.1 0.3
H -3.75578 -0.15060 0.61473 -0.2 0.0 -0.2
H -4.71256 0.61292 -0.69611 0.2 -0.2 0.0
H -3.80819 -0.91549 -0.98593 0.0 0.2 0.1
C 1.90632 0.80780 -0.76827 1.0 -0.5 0.4
O 2.82731 0.05578 -0.52817 -1.6 0.7 -0.2
H 2.08096 1.74410 -1.39696 -0.3 -0.4 0.8
C 0.24539 2.21274 1.58529 -0.1 0.2 0.0
C -0.29420 2.04319 3.01548 0.4 -0.4 0.1
C -1.79245 2.33890 3.04612 -0.1 0.0 0.3
C 0.00657 0.69199 3.68106 0.0 -0.1 -0.7
C 0.31820 0.68264 5.04432 -0.1 -0.2 -0.1
C 0.45016 -0.52093 5.73790 0.0 0.1 -0.1
C 0.22011 -1.72416 5.07935 -0.2 0.4 -0.1
C -0.12216 -1.75027 3.72379 0.0 0.3 -0.5
C -0.54811 -3.09044 3.12903 0.4 0.2 -0.1
C 0.50396 -4.17953 3.37808 0.0 -0.1 -0.1
C -1.88038 -3.56250 3.72183 -0.1 0.2 0.0
C -0.12483 -0.53278 2.96562 0.2 -0.3 1.9
O -0.25343 -0.52709 1.62263 -0.2 0.1 -1.8
H -0.41728 1.63210 0.87778 0.4 1.0 0.6
H 1.29845 1.92366 1.51762 -0.3 -0.1 -0.1
H 0.15917 3.26085 1.27594 0.0 -0.1 0.0
H 0.21571 2.78321 3.64986 -0.1 0.0 -0.3
H -2.34666 1.59970 2.45302 0.1 0.1 0.1
H -2.18119 2.30302 4.06893 0.1 0.0 -0.2
H -1.98352 3.34064 2.65245 -0.1 0.0 0.0
H 0.45306 1.64142 5.56612 -0.1 -0.5 -0.3
H 0.69373 -0.52292 6.79738 0.0 0.0 -0.2
H 0.28016 -2.66575 5.63892 -0.1 0.4 -0.3
H -0.67066 -2.93262 2.05115 0.0 -0.1 0.2
H 0.51004 -4.45228 4.44207 0.1 0.0 -0.3
H 0.26152 -5.08684 2.80729 0.1 0.2 0.1
H 1.51301 -3.85404 3.10277 -0.1 0.0 0.1
H -2.65515 -2.79346 3.63652 0.1 -0.1 0.0
H -2.23527 -4.46946 3.21983 0.1 0.1 0.1
H -1.74643 -3.79950 4.78549 -0.1 0.1 -0.2
```
Forces are in eV/Å.

Calculated values
Spin multiplicity: 2
LUMO energy (alpha / beta), eV: -4.38 / -4.10
Molar mass, g/mol: 581.50
Electronic energy, a.u.: -2981.17062
Orbital gap (alpha / beta), eV: 4.257 / 6.441
Total charge: +1
F_max, Eh/bohr: 0.038
<S²>: 1.13


> molar mass of number 3 (C32H41NO2P2Ti)?

581.50 g/mol